Below is a 30-piece molecular cluster, H60O30 overall at a distorted geometry, with properties calculated with ωB97M-V with the def2-TZVPD basis set.

As for the energy relative to the best compared isomer or geometry (same formula, charge and spin): 65.0 kcal per mole. The highest occupied orbital energy comes out at -9.845 eV. For the total energy, the calculation gives -2293.247754 hartree. The value obtained for the molar mass is 540.45 g/mol. The calculation puts the HOMO-LUMO gap at 0.35398 Ha.

Positions of all 90 atoms, in Å:
O (0.48, 0.55, -1.41)
O (-1.49, -0.78, 0.38)
O (-2.46, 1.57, -0.68)
O (2.31, -0.99, 0.51)
O (-1.10, 1.61, 2.30)
O (0.63, -2.42, -1.69)
O (-0.35, -1.37, 2.99)
O (1.08, 3.13, -1.67)
O (3.13, 2.24, 0.07)
O (2.61, -0.28, -2.80)
O (-0.77, -4.04, 0.16)
O (-3.29, -2.82, 0.21)
O (-2.59, -1.74, -3.22)
O (-0.09, 1.13, -4.40)
O (-2.63, 3.93, 0.51)
O (1.32, 0.40, 4.22)
O (1.78, -3.36, 2.30)
O (2.89, 2.27, 2.84)
O (0.45, -1.81, -4.48)
O (-5.01, 0.67, 1.16)
O (-0.72, 5.05, -1.07)
O (-3.53, 1.79, 3.43)
O (-3.94, 0.61, -3.67)
O (4.93, 0.30, -0.46)
O (-3.03, -2.54, 3.45)
O (-2.37, 2.63, -4.50)
O (4.43, -1.49, 2.43)
O (4.57, -2.05, -1.79)
O (3.70, -3.93, 0.04)
O (-0.67, 3.74, 4.57)
H (-0.02, 0.06, -0.73)
H (0.24, 1.48, -1.39)
H (-2.26, -1.37, 0.27)
H (-1.29, -0.96, 1.31)
H (-1.91, 0.89, -0.25)
H (-3.09, 1.04, -1.28)
H (2.84, -1.26, 1.26)
H (2.90, -0.48, -0.10)
H (-0.84, 0.68, 2.41)
H (-1.02, 2.06, 3.17)
H (0.60, -2.47, -2.63)
H (1.49, -2.28, -1.31)
H (0.29, -2.05, 2.70)
H (-1.03, -1.73, 3.61)
H (1.37, 3.58, -2.54)
H (0.37, 3.76, -1.36)
H (2.85, 2.38, 1.01)
H (2.36, 2.34, -0.52)
H (1.77, -0.05, -2.39)
H (2.38, -0.91, -3.47)
H (-0.18, -3.70, -0.54)
H (-0.27, -4.75, 0.61)
H (-3.25, -3.26, -0.62)
H (-2.54, -3.06, 0.74)
H (-3.00, -2.59, -3.43)
H (-1.93, -1.74, -2.48)
H (-0.81, 1.78, -4.40)
H (0.03, 0.88, -3.46)
H (-3.27, 4.61, 0.42)
H (-2.99, 3.06, 0.27)
H (0.71, 0.45, 4.98)
H (0.83, -0.17, 3.63)
H (2.14, -3.43, 1.40)
H (1.84, -4.24, 2.71)
H (2.31, 1.71, 3.26)
H (3.80, 1.88, 3.07)
H (-0.17, -2.36, -5.02)
H (0.26, -0.86, -4.68)
H (-5.02, -0.28, 1.24)
H (-5.11, 0.83, 0.21)
H (-1.27, 5.13, -1.90)
H (-1.38, 4.60, -0.43)
H (-2.85, 1.48, 2.81)
H (-4.31, 1.45, 2.93)
H (-3.22, 1.03, -4.06)
H (-3.56, -0.21, -3.32)
H (5.06, 0.17, 0.52)
H (4.31, 1.02, -0.58)
H (-3.14, -2.08, 4.28)
H (-2.84, -3.48, 3.60)
H (-2.37, 3.21, -3.75)
H (-2.67, 3.14, -5.24)
H (4.69, -2.42, 2.27)
H (5.17, -1.02, 2.85)
H (4.61, -1.22, -1.34)
H (5.46, -2.42, -1.62)
H (3.69, -4.79, -0.31)
H (3.91, -3.30, -0.63)
H (0.23, 4.11, 4.53)
H (-1.20, 4.15, 3.99)